No. 1
DFT (ωB97M-V/def2-TZVPD) results for a molecular structure, C51H124AsF6N12O7Tl at a distorted geometry.

## Properties
Total charge   +2
Orbital gap   0.877 eV

Last column: Mulliken charge in e.
Cartesian coordinates (Å):
Tl -1.91 6.86 4.54  1.000
As -1.39 1.25 -0.05  2.059
F -1.57 2.76 0.97  -0.535
F -2.36 0.32 1.17  -0.510
F -1.29 -0.19 -1.08  -0.499
F -0.47 2.11 -1.27  -0.478
F 0.15 0.80 0.83  -0.527
F -2.90 1.86 -0.83  -0.514
C -8.03 -8.03 -0.48  -1.263
C -7.95 -6.53 -0.19  -0.366
N -8.34 -6.23 1.16  0.145
C -8.58 -4.81 1.34  -0.668
C -7.36 -3.92 1.40  -1.046
C -7.48 -6.80 2.24  -0.242
C -8.20 -6.65 3.58  -1.301
H -9.02 -8.47 -0.54  0.329
H -7.48 -8.66 0.23  0.330
H -7.61 -8.09 -1.48  0.395
H -6.91 -6.25 -0.35  0.268
H -8.58 -6.00 -0.91  0.385
H -9.29 -4.60 0.55  0.467
H -9.21 -4.52 2.18  0.372
H -7.59 -2.88 1.19  0.389
H -6.92 -3.85 2.39  0.292
H -6.58 -4.21 0.69  0.308
H -6.53 -6.27 2.24  0.318
H -7.27 -7.87 2.24  0.355
H -9.26 -6.91 3.54  0.334
H -8.11 -5.61 3.89  0.275
H -7.70 -7.21 4.37  0.413
C 8.05 1.03 8.79  -1.008
C 8.51 -0.36 8.19  -0.619
N 7.46 -1.10 7.43  0.045
C 6.67 -0.25 6.58  -0.424
C 5.85 -1.10 5.57  -1.330
C 6.53 -1.82 8.35  -0.237
C 7.18 -2.76 9.41  -1.428
H 7.15 0.89 9.38  0.303
H 7.77 1.72 7.99  0.299
H 8.81 1.49 9.42  0.365
H 9.32 -0.21 7.47  0.347
H 8.96 -1.06 8.89  0.402
H 6.09 0.51 7.10  0.350
H 7.39 0.22 5.90  0.412
H 4.94 -1.50 6.01  0.343
H 5.63 -0.49 4.70  0.423
H 6.41 -1.90 5.07  0.324
H 5.71 -2.36 7.87  0.353
H 6.03 -1.02 8.90  0.306
H 7.84 -3.50 8.95  0.351
H 6.49 -3.46 9.89  0.410
H 7.66 -2.18 10.20  0.331
C 0.18 -7.13 6.47  -1.490
C 0.40 -6.58 5.07  -0.271
N 0.98 -7.53 4.16  0.000
C 0.99 -6.84 2.86  -0.518
C -0.43 -6.34 2.32  -1.367
C 2.28 -7.98 4.61  -0.284
C 3.05 -8.80 3.61  -1.433
H 1.03 -6.89 7.10  0.333
H -0.02 -8.20 6.49  0.380
H -0.67 -6.68 6.98  0.393
H -0.61 -6.38 4.72  0.328
H 0.93 -5.63 5.11  0.376
H 1.71 -6.02 2.84  0.420
H 1.33 -7.55 2.12  0.451
H -0.78 -5.48 2.89  0.349
H -0.31 -6.13 1.25  0.402
H -1.15 -7.15 2.43  0.366
H 2.06 -8.55 5.51  0.434
H 2.92 -7.12 4.80  0.325
H 3.38 -8.12 2.82  0.328
H 2.36 -9.56 3.25  0.364
H 3.93 -9.26 4.06  0.395
C 4.06 3.35 -6.98  -1.031
C 3.79 4.52 -7.95  -0.562
N 5.04 5.23 -8.37  0.121
C 5.54 5.95 -7.22  -0.324
C 6.60 6.99 -7.58  -1.474
C 6.02 4.39 -9.03  -0.376
C 5.40 3.79 -10.36  -1.336
H 4.69 3.57 -6.12  0.290
H 4.56 2.54 -7.51  0.266
H 3.10 2.96 -6.64  0.401
H 3.20 4.17 -8.80  0.385
H 3.16 5.22 -7.39  0.372
H 4.77 6.55 -6.74  0.406
H 5.95 5.33 -6.43  0.279
H 6.38 7.48 -8.53  0.372
H 6.73 7.71 -6.77  0.406
H 7.57 6.54 -7.79  0.345
H 6.42 3.66 -8.34  0.392
H 6.77 5.12 -9.33  0.424
H 4.83 4.63 -10.76  0.379
H 4.78 2.91 -10.22  0.271
H 6.10 3.52 -11.16  0.397
C 4.95 -3.39 -2.51  -1.226
C 6.29 -4.20 -2.54  -0.414
N 6.44 -4.94 -3.85  0.108
C 6.36 -4.09 -5.00  -0.739
C 7.34 -2.86 -5.00  -0.977
C 7.61 -5.79 -3.84  -0.369
C 7.79 -6.68 -5.07  -1.318
H 4.98 -2.56 -3.22  0.263
H 4.65 -2.94 -1.56  0.397
H 4.09 -3.99 -2.80  0.344
H 7.03 -3.41 -2.50  0.307
H 6.42 -4.86 -1.68  0.453
H 6.44 -4.66 -5.92  0.433
H 5.33 -3.72 -5.05  0.385
H 7.17 -2.15 -4.19  0.281
H 8.37 -3.19 -4.93  0.306
H 7.17 -2.35 -5.95  0.393
H 7.62 -6.30 -2.88  0.435
H 8.42 -5.07 -3.74  0.359
H 8.51 -7.46 -4.87  0.393
H 8.20 -6.10 -5.90  0.321
H 6.84 -7.11 -5.38  0.340
C -7.35 8.48 -1.20  -1.101
C -6.46 7.23 -1.09  0.672
O -5.57 7.13 -0.26  -0.653
N -6.56 6.26 -2.01  -0.133
C -7.48 6.11 -3.11  -0.866
H -8.42 8.31 -1.08  0.320
H -7.26 8.95 -2.18  0.326
H -7.01 9.26 -0.50  0.291
H -5.87 5.53 -1.89  0.254
H -7.27 5.31 -3.82  0.322
H -7.61 7.01 -3.71  0.264
H -8.45 5.78 -2.72  0.305
C -7.79 -0.95 -3.57  -0.966
C -7.04 -2.01 -4.36  0.698
O -7.63 -2.59 -5.24  -0.614
N -5.73 -2.24 -4.09  -0.175
C -4.96 -3.22 -4.82  -0.882
H -8.40 -0.36 -4.25  0.284
H -7.10 -0.28 -3.05  0.319
H -8.47 -1.39 -2.84  0.233
H -5.32 -1.74 -3.32  0.205
H -4.03 -2.75 -5.15  0.304
H -5.41 -3.58 -5.75  0.326
H -4.64 -4.10 -4.25  0.286
C -8.60 3.70 3.50  -0.969
C -8.53 4.44 4.84  0.593
O -7.50 4.99 5.11  -0.654
N -9.54 4.51 5.71  -0.175
C -10.94 4.11 5.58  -0.815
H -8.93 4.38 2.71  0.267
H -9.16 2.77 3.58  0.323
H -7.59 3.48 3.16  0.305
H -9.18 4.95 6.55  0.251
H -11.44 4.67 4.79  0.274
H -11.42 4.18 6.55  0.321
H -11.02 3.05 5.33  0.279
C 5.65 5.40 2.48  -1.032
C 4.43 4.69 1.88  0.648
O 3.31 4.82 2.37  -0.656
N 4.68 3.90 0.83  -0.127
C 6.03 3.51 0.39  -0.904
H 5.34 6.24 3.10  0.283
H 6.29 5.87 1.73  0.334
H 6.18 4.58 2.97  0.261
H 3.90 3.38 0.46  0.289
H 6.45 4.29 -0.24  0.308
H 6.02 2.66 -0.29  0.334
H 6.73 3.31 1.21  0.262
C -2.71 1.53 -7.44  -1.118
C -2.56 1.95 -8.86  0.707
O -2.46 3.13 -9.12  -0.636
N -2.59 1.03 -9.86  -0.164
C -2.82 -0.41 -9.62  -0.791
H -2.02 0.74 -7.15  0.323
H -3.66 1.09 -7.17  0.294
H -2.59 2.34 -6.72  0.308
H -2.58 1.36 -10.81  0.258
H -2.62 -0.99 -10.52  0.311
H -3.81 -0.66 -9.26  0.274
H -2.14 -0.74 -8.83  0.251
C -2.14 -0.56 7.45  -0.991
C -1.23 0.68 7.56  0.623
O -1.53 1.65 6.89  -0.653
N -0.18 0.71 8.38  -0.148
C 0.08 -0.28 9.45  -0.833
H -1.51 -1.37 7.08  0.260
H -3.01 -0.41 6.81  0.285
H -2.62 -0.71 8.42  0.314
H 0.30 1.58 8.25  0.262
H 0.22 -1.29 9.08  0.266
H -0.75 -0.38 10.15  0.299
H 0.97 -0.01 10.03  0.318
C -0.34 11.57 -1.27  -1.011
C -0.26 10.07 -1.26  0.691
O -0.45 9.53 -0.20  -0.630
N -0.12 9.39 -2.40  -0.180
C -0.15 7.98 -2.65  -0.856
H -1.08 11.92 -0.55  0.279
H -0.69 11.95 -2.23  0.330
H 0.59 12.10 -1.06  0.252
H 0.01 9.95 -3.23  0.224
H 0.82 7.53 -2.47  0.253
H -0.55 7.82 -3.66  0.333
H -0.89 7.56 -1.97  0.314



No. 2
DFT (ωB97M-V/def2-TZVPD) results for 2 unconnected molecules or ions with the total composition C5H10O2 at a distorted geometry.

## Properties
SMILES   C=CCCC=O.O
Orbital gap   10.152 eV
Relative energy (zero: lowest compared OMol25 entry of this formula, charge and spin)   82.8 kcal per mole

Last column: Mulliken charge in e.
Cartesian coordinates (Å):
C 1.33 -0.54 0.83  -0.740
C 0.50 -0.70 -0.28  -0.182
C 0.05 0.50 -1.05  -0.398
C -1.42 0.55 -1.39  -0.477
C -2.08 -0.85 -1.54  -0.051
O -2.50 -1.30 -2.56  -0.445
H 1.76 -1.32 1.53  0.234
H 1.72 0.40 1.02  0.213
H 0.51 -1.46 -1.01  0.376
H 0.69 0.67 -1.98  0.267
H 0.37 1.38 -0.40  0.281
H -1.78 1.16 -2.19  0.381
H -2.00 0.94 -0.52  0.208
H -2.35 -1.42 -0.55  0.331
O 3.12 1.73 4.57  -0.615
H 3.24 1.40 3.69  0.313
H 2.63 1.04 4.92  0.303



No. 3
DFT (ωB97M-V/def2-TZVPD) results for a single C2H5NO2 molecule at a distorted geometry.

## Properties
SMILES   NCC(=O)O
Orbital gap   10.468 eV
Relative energy (zero: lowest compared OMol25 entry of this formula, charge and spin)   59.3 kcal per mole

Last column: Mulliken charge in e.
Cartesian coordinates (Å):
N 0.41 -0.75 -0.80  -0.629
C 0.26 0.71 -0.14  -0.029
C -0.80 0.35 0.90  0.267
O -1.31 1.24 1.61  -0.564
O -1.10 -1.00 1.11  -0.484
H 1.48 -0.71 -0.84  0.255
H 0.32 -0.82 -1.67  0.148
H 0.26 1.54 -1.00  0.318
H 1.12 0.71 0.57  0.225
H -0.65 -1.28 0.26  0.492



No. 4
DFT (ωB97M-V/def2-TZVPD) results for 2 unconnected molecules or ions with the total composition C8H12O at a distorted geometry.

## Properties
SMILES   C#C[C@]1(C)O[C@@H]1C.C=C
Orbital gap   10.727 eV
Relative energy (zero: lowest compared OMol25 entry of this formula, charge and spin)   87.6 kcal per mole

Last column: Mulliken charge in e.
Cartesian coordinates (Å):
C 0.83 2.20 0.78  0.106
C 0.06 1.46 0.23  -0.925
C -0.93 0.68 -0.49  1.388
C -0.64 0.55 -1.98  -1.268
O -2.27 0.80 -0.12  -0.540
C -1.58 -0.44 0.23  -0.323
C -1.49 -0.68 1.72  -1.293
H 1.57 2.76 1.27  0.473
H -0.54 1.54 -2.42  0.338
H 0.29 0.00 -2.13  0.191
H -1.46 0.03 -2.47  0.403
H -1.93 -1.28 -0.36  0.452
H -0.80 -1.51 1.91  0.289
H -1.14 0.22 2.23  0.355
H -2.47 -0.94 2.11  0.376
C 1.69 -1.09 0.40  -0.509
C 2.50 -0.70 -0.57  -0.513
H 0.96 -1.91 0.26  0.135
H 1.67 -0.63 1.36  0.300
H 2.56 -1.22 -1.52  0.308
H 3.14 0.16 -0.45  0.257



No. 5
DFT (ωB97M-V/def2-TZVPD) results for a molecular structure, C5H10O at a distorted geometry.

## Properties
Orbital gap   9.994 eV
Relative energy (zero: lowest compared OMol25 entry of this formula, charge and spin)   65.8 kcal per mole

Last column: Mulliken charge in e.
Cartesian coordinates (Å):
C -0.54 -1.01 0.43  -0.621
C -1.35 0.11 -0.25  -0.555
C -0.57 1.41 -0.20  -0.329
O 0.70 1.33 -0.72  -0.396
C 1.51 0.26 -0.21  -0.512
C 0.83 -1.11 -0.24  -0.510
H -1.07 -1.97 0.39  0.301
H -0.41 -0.74 1.49  0.320
H -1.60 -0.24 -1.27  0.299
H -2.29 0.30 0.26  0.272
H -0.64 1.80 1.18  0.067
H -0.94 2.37 0.12  0.395
H 1.77 0.52 0.83  0.344
H 2.42 0.26 -0.81  0.308
H 1.47 -1.84 0.27  0.317
H 0.71 -1.45 -1.28  0.299